[1]
The following is a DFT calculation (the ωB97M-V functional and the def2-TZVPD basis) of C2H5N3O in the gas phase at a distorted geometry.

Element x y z (Å)
1 N 1.3228 -0.7870 0.6993
2 N 0.1448 -1.0472 1.2262
3 C -0.8662 -0.5180 0.6262
4 N -0.7281 0.2054 -0.5788
5 C -0.1263 1.3820 -0.8359
6 O -0.2450 1.8303 -2.0388
7 H 2.1117 -1.3930 1.0438
8 H 1.3437 -0.8959 -0.2643
9 H -1.8461 -0.5799 1.2336
10 H -1.4901 0.0088 -1.2459
11 H 0.3788 1.7945 0.1345

Values from the calculation:
Highest occupied orbital energy in eV: -9.2
LUMO energy in eV: 0.92
Molecular weight in Da: 87.08
2S+1: 1

***

[2]
The following is a DFT calculation (the ωB97M-V functional and the def2-TZVPD basis) of C2H5N3O in the gas phase at a distorted geometry.

Element x y z (Å)
1 H -0.1364 3.1126 -0.9211
2 N -0.4665 2.5350 -0.1534
3 C -0.0946 1.3352 -0.3528
4 N -0.4272 0.3687 0.5434
5 C -0.1251 -0.8892 0.4887
6 N 0.5714 -1.6238 -0.4041
7 O -0.6577 -1.4949 1.5452
8 H 0.4912 1.0038 -1.2227
9 H 0.7830 -2.5924 -0.2220
10 H 1.0879 -1.1635 -1.1365
11 H -1.0259 -0.5915 1.8353

Values from the calculation:
Highest occupied orbital energy in eV: -9.1
LUMO energy in eV: 0.59
Molecular weight in Da: 87.08
2S+1: 1

***

[3]
The following is a DFT calculation (the ωB97M-V functional and the def2-TZVPD basis) of C2H5N3O in the gas phase.

Element x y z (Å)
1 H -3.0563 0.8921 0.8840
2 N -2.1418 0.5748 1.1973
3 C -1.4434 0.2312 0.1966
4 N -0.1497 -0.2462 0.3780
5 C 0.7975 -0.0536 -0.6266
6 N 2.0815 -0.3583 -0.2351
7 O 0.5161 0.3809 -1.7265
8 H -1.7338 0.2571 -0.8548
9 H 0.1585 -0.2507 1.3427
10 H 2.7475 -0.3301 -0.9928
11 H 2.2240 -1.0972 0.4371

Values from the calculation:
Highest occupied orbital energy in eV: -10.0
LUMO energy in eV: 0.80
Molecular weight in Da: 87.08
2S+1: 1

***

[4]
The following is a DFT calculation (the ωB97M-V functional and the def2-TZVPD basis) of 2 unconnected molecules or ions with the total composition C2H5N3O2 at a distorted geometry.

Element x y z (Å)
1 C -0.6187 0.1446 0.3845
2 C -1.6083 -0.9497 0.0952
3 N 1.8604 -1.2649 -0.0651
4 N 1.1162 1.2946 -0.4606
5 N 0.0732 0.5439 -0.7353
6 O -0.4403 0.6572 1.4802
7 O 2.4678 -0.2870 0.0054
8 H -1.8387 -1.4791 1.0151
9 H -1.2001 -1.6260 -0.6488
10 H -2.5223 -0.5090 -0.2975
11 H 1.5642 1.7486 -1.2425
12 H 1.1468 1.7268 0.4693

Values from the calculation:
Highest occupied orbital energy (alpha / beta) in eV: -8.4 / -8.7
LUMO energy (alpha / beta) in eV: -0.11 / -0.49
Molecular weight in Da: 103.08
2S+1: 1

***

[5]
The following is a DFT calculation (the ωB97M-V functional and the def2-TZVPD basis) of a molecular structure, C2H5N3O2 at a distorted geometry.

Element x y z (Å)
1 C -1.3266 -0.5182 0.3429
2 C -1.5826 0.7666 -0.3416
3 N 1.7458 -0.5093 -0.3832
4 N -0.6076 -0.1961 -0.8202
5 N 1.0276 0.4259 -0.2202
6 O 0.9315 1.5266 0.2345
7 O 2.8993 -0.5740 0.3333
8 H -1.0176 -0.5716 1.4180
9 H -2.0448 -1.4685 0.2271
10 H -2.4046 0.8103 -0.9810
11 H -1.0542 1.6039 0.1967
12 H 3.4339 -1.2954 -0.0063

Values from the calculation:
Highest occupied orbital energy in eV: -9.6
LUMO energy in eV: 0.22
Molecular weight in Da: 103.08
2S+1: 1

***

[6]
The following is a DFT calculation (the ωB97M-V functional and the def2-TZVPD basis) of C2H5N3O2 in the gas phase at a distorted geometry.

Element x y z (Å)
1 H -2.9940 -0.4176 -0.4286
2 N -1.9807 -0.7561 -0.3045
3 C -0.8167 -0.1320 -0.2637
4 N -0.4453 1.1504 -0.6705
5 O 0.1807 1.4664 0.6603
6 N 0.3647 -0.7297 0.4220
7 C 1.6294 -0.7115 -0.0142
8 O 2.1035 0.1405 -0.7941
9 H -1.3422 1.6390 -0.5175
10 H 1.2827 1.4110 0.5967
11 H 0.0015 -1.3969 1.1568
12 H 2.0165 -1.6636 0.1572

Values from the calculation:
Highest occupied orbital energy in eV: -9.6
LUMO energy in eV: 0.59
Molecular weight in Da: 103.08
2S+1: 1

***

[7]
The following is a DFT calculation (the ωB97M-V functional and the def2-TZVPD basis) of C2H5N3O2 in the gas phase at a distorted geometry.

Element x y z (Å)
1 H 1.1265 -0.4078 -2.5936
2 N 1.0163 0.4776 -1.9992
3 C 0.4273 0.0931 -0.9281
4 N 0.0249 -1.2015 -0.5951
5 O 0.3290 -1.4995 0.7253
6 N 0.1533 1.1208 -0.0051
7 C -0.6476 1.0693 1.1083
8 O -1.2819 0.1876 1.6024
9 H 0.3814 -1.9066 -1.2493
10 H -0.5406 -1.1798 1.1356
11 H 0.3715 2.1056 -0.3199
12 H -0.7558 2.1306 1.5206

Values from the calculation:
Highest occupied orbital energy in eV: -9.4
LUMO energy in eV: 0.73
Molecular weight in Da: 103.08
2S+1: 1

***

[8]
The following is a DFT calculation (the ωB97M-V functional and the def2-TZVPD basis) of a molecular structure, C2H5N3O2S at a distorted geometry.

Element x y z (Å)
1 C 0.1651 0.2086 -0.5824
2 C 1.0918 -0.8391 1.5192
3 N -1.3710 0.1989 0.2231
4 N 1.1440 -0.1735 0.2057
5 N -2.2414 0.7595 -0.5517
6 O -3.2984 0.9597 -0.0508
7 O -1.9470 1.1137 -1.7021
8 S 0.0933 0.6002 -2.2079
9 H 2.0445 -1.0425 1.9469
10 H 0.5338 -0.1082 2.1167
11 H 0.2871 -1.7220 1.5307
12 H 2.1050 -0.0482 -0.1204
13 H 1.3931 0.0930 -2.3273

Values from the calculation:
Highest occupied orbital energy in eV: -9.5
LUMO energy in eV: -0.08
Molecular weight in Da: 135.15
2S+1: 1

***

[9]
The following is a DFT calculation (the ωB97M-V functional and the def2-TZVPD basis) of a molecular structure, C2H5N3O3 at a distorted geometry.

Element x y z (Å)
1 C -1.3566 -0.1134 0.0194
2 C 0.7964 0.7490 0.1977
3 H -1.9440 -2.0333 -0.1495
4 H -3.5387 -0.6573 -0.6146
5 H -0.5604 1.7869 0.1351
6 H 2.7973 0.9167 -0.2401
7 H 3.1007 -1.1940 0.9961
8 N -2.4361 -1.1153 -0.2329
9 N 0.4942 2.0250 -0.0501
10 N 2.0471 0.1999 -0.4942
11 O -1.8084 1.0869 0.0521
12 O -0.0551 -0.5423 0.4506
13 O 2.4636 -1.1088 -0.0698

Values from the calculation:
Highest occupied orbital energy in eV: -9.7
LUMO energy in eV: -0.03
Molecular weight in Da: 119.08
2S+1: 1

***

[10]
The following is a DFT calculation (the ωB97M-V functional and the def2-TZVPD basis) of C2H5N3O3 in the gas phase at a distorted geometry.

Element x y z (Å)
1 H 3.0340 1.0867 -0.2959
2 N 2.1355 0.8676 -0.7166
3 C 1.5225 -0.1525 -0.1565
4 N 2.0761 -1.1986 0.5776
5 O 0.0811 -0.3453 -0.4802
6 C -0.7902 0.5739 0.0861
7 O -0.4070 1.4709 0.7366
8 N -2.1267 0.2622 -0.1582
9 O -2.3073 -1.0513 -0.0612
10 H 3.0362 -1.3714 0.5226
11 H 1.4353 -1.7392 1.1496
12 H -2.8197 0.8045 0.4319
13 H -2.6076 -1.4214 -0.8667

Values from the calculation:
Highest occupied orbital energy in eV: -9.6
LUMO energy in eV: 0.70
Molecular weight in Da: 119.08
2S+1: 1

***

[11]
The following is a DFT calculation (the ωB97M-V functional and the def2-TZVPD basis) of C2H5N3O3 in the gas phase at a distorted geometry.

Element x y z (Å)
1 O -2.5654 -0.7395 -0.1310
2 N -2.3994 0.7457 -0.1701
3 C -1.1462 0.9172 -0.2047
4 N -0.1197 0.0904 0.0566
5 O -0.4369 -1.3411 -0.0341
6 C 1.3141 0.3462 0.2168
7 N 2.1732 -0.5611 -0.3217
8 O 3.3601 0.0420 -0.0862
9 H -3.4797 -1.0331 0.2479
10 H -0.8430 2.0244 -0.2118
11 H -1.4592 -1.2834 0.4373
12 H 1.6417 1.4257 0.4686
13 H 3.9605 -0.6334 -0.2676

Values from the calculation:
Highest occupied orbital energy in eV: -8.3
LUMO energy in eV: 0.58
Molecular weight in Da: 119.08
2S+1: 1

***

[12]
The following is a DFT calculation (the ωB97M-V functional and the def2-TZVPD basis) of 2 unconnected molecules or ions with the total composition C2H5N3OS at a distorted geometry.

Element x y z (Å)
1 N -3.4479 -0.8022 -0.1791
2 C -2.3589 -0.4998 -0.0380
3 C -0.9291 -0.3472 0.1705
4 S -0.5890 1.2133 -0.5551
5 N -0.1768 1.1410 -2.1624
6 H -0.6416 0.0219 1.1707
7 H -0.4382 -1.1195 -0.2218
8 H 0.7929 1.2433 -2.3917
9 H -0.7572 1.7185 -2.8649
10 N 2.3132 1.3208 1.1422
11 O 1.1355 0.8067 1.2962
12 H 2.1988 2.3246 1.4204

Values from the calculation:
Highest occupied orbital energy (alpha / beta) in eV: -8.9 / -8.9
LUMO energy (alpha / beta) in eV: -1.25 / -1.25
Molecular weight in Da: 119.15
2S+1: 1

***

[13]
The following is a DFT calculation (the ωB97M-V functional and the def2-TZVPD basis) of C2H5N3OS in the gas phase at a distorted geometry.

Element x y z (Å)
1 H 1.7483 0.0129 1.4142
2 N 2.3290 -0.6135 0.9174
3 C 1.8455 -0.6482 -0.3459
4 N 1.0714 0.4451 -0.9304
5 S 0.4581 1.7577 -0.0030
6 C -0.9481 0.8903 0.5289
7 N -1.4958 0.0185 -0.3765
8 O -2.8412 -0.3678 0.1491
9 H 2.0452 -1.4775 -1.0140
10 H 0.0971 0.1851 -1.6648
11 H -1.5600 1.1825 1.4422
12 H -2.7496 -1.3851 -0.1171

Values from the calculation:
Highest occupied orbital energy in eV: -9.4
LUMO energy in eV: -0.11
Molecular weight in Da: 119.15
2S+1: 1

***

[14]
The following is a DFT calculation (the ωB97M-V functional and the def2-TZVPD basis) of C2H5N3OS in the gas phase at a distorted geometry.

Element x y z (Å)
1 H 0.5518 1.7675 -2.2332
2 N -0.1226 1.7762 -1.3935
3 C -0.1635 0.7423 -0.6869
4 N -0.6116 0.9336 0.6096
5 N -0.6794 2.1592 1.3652
6 S 0.5401 -1.0022 -0.9515
7 C 0.4810 -2.0390 0.3837
8 O -0.0080 -1.8117 1.5495
9 H -0.7916 0.0712 1.0880
10 H 0.1494 2.7022 0.7466
11 H -1.6669 2.4955 1.0362
12 H 1.1713 -2.8107 -0.0595

Values from the calculation:
Highest occupied orbital energy in eV: -9.1
LUMO energy in eV: 0.04
Molecular weight in Da: 119.15
2S+1: 1

***

[15]
The following is a DFT calculation (the ωB97M-V functional and the def2-TZVPD basis) of a molecular structure, C2H5N3OS2 at a distorted geometry.

Element x y z (Å)
1 C -0.0627 -0.3877 -0.2989
2 C 1.8754 -1.6712 0.0251
3 H 2.5417 0.5426 -0.2745
4 H -0.4751 1.0512 1.4093
5 H -1.4290 -1.9682 -0.4764
6 H -2.6924 1.1290 -0.9303
7 H 2.6168 -3.0736 0.1311
8 N 0.1140 0.7635 0.4886
9 N -1.4049 -0.9043 -0.1638
10 N 0.7150 -1.2378 -1.0012
11 O 2.1669 -0.6454 0.9618
12 S 1.2345 1.8044 -0.3034
13 S -2.7809 0.0385 0.2299

Values from the calculation:
Highest occupied orbital energy in eV: -8.6
LUMO energy in eV: -0.53
Molecular weight in Da: 151.22
2S+1: 1

***

[16]
The following is a DFT calculation (the ωB97M-V functional and the def2-TZVPD basis) of 2 unconnected molecules or ions with the total composition C2H5N3S at a distorted geometry.

Element x y z (Å)
1 C -0.2698 -0.5481 0.6076
2 C 0.9331 1.4868 0.9028
3 H -2.2606 -1.4512 -1.8505
4 H -0.6648 -0.0689 -1.6405
5 H -0.5961 -0.6750 1.6123
6 H 1.4570 -0.4450 -0.5186
7 H 0.1233 1.7168 1.6877
8 N -0.8633 -1.1813 -1.5888
9 N -1.0129 -1.2628 -0.1099
10 N 0.8564 0.0804 0.2267
11 S 2.2977 2.3482 0.6712

Values from the calculation:
Highest occupied orbital energy in eV: -8.9
LUMO energy in eV: -0.56
Molecular weight in Da: 103.15
2S+1: 1

***

[17]
The following is a DFT calculation (the ωB97M-V functional and the def2-TZVPD basis) of C2H5N3S in the gas phase at a distorted geometry.

Element x y z (Å)
1 H -2.5161 -0.5882 -0.7704
2 N -2.0737 0.3050 -0.7142
3 C -0.8947 0.1531 -0.2979
4 N -0.5260 -1.1857 0.1451
5 C 0.0971 1.2349 -0.0089
6 N 1.3922 1.0437 0.0565
7 S 2.3663 -0.3090 -0.4939
8 H 0.4531 -1.5323 0.5320
9 H -1.4634 -1.5153 0.8639
10 H -0.3476 2.1362 0.5205
11 H 3.5127 0.2577 0.1672

Values from the calculation:
Highest occupied orbital energy in eV: -9.5
LUMO energy in eV: 0.22
Molecular weight in Da: 103.15
2S+1: 1

***

[18]
The following is a DFT calculation (the ωB97M-V functional and the def2-TZVPD basis) of C2H5N3S in the gas phase at a distorted geometry.

Element x y z (Å)
1 C -1.8744 0.3050 0.1817
2 C -0.4624 -0.0260 -0.2231
3 N 0.1815 -0.8175 0.5082
4 N 1.4093 -1.1687 0.4315
5 N 2.2719 -0.2711 0.0192
6 S 2.0122 1.2780 -0.4679
7 H -2.3540 -0.5391 0.4942
8 H -2.2612 0.7264 -0.6691
9 H -1.7929 0.9289 0.9893
10 H -0.3008 0.2010 -1.2816
11 H 3.1708 -0.6169 0.0175

Values from the calculation:
Highest occupied orbital energy (alpha / beta) in eV: -8.1 / -8.1
LUMO energy (alpha / beta) in eV: -0.63 / -0.62
Molecular weight in Da: 103.15
2S+1: 1

***

[19]
The following is a DFT calculation (the ωB97M-V functional and the def2-TZVPD basis) of C2H5N3S2 in the gas phase at a distorted geometry.

Element x y z (Å)
1 C -0.5367 -1.0720 0.6696
2 C 0.7317 1.1849 -0.1365
3 N 0.8791 -0.9502 0.8355
4 N -1.1828 -0.0598 -0.1185
5 N 1.4210 0.0999 0.4147
6 S 3.0256 0.4372 0.4150
7 S -1.6336 -0.5075 -1.6349
8 H -0.6935 -2.0933 0.2921
9 H -0.9748 -1.0177 1.6801
10 H 0.9561 1.4535 -1.1537
11 H 0.4211 1.9620 0.5442
12 H -2.4132 0.5630 -1.8078

Values from the calculation:
Highest occupied orbital energy (alpha / beta) in eV: -7.8 / -8.2
LUMO energy (alpha / beta) in eV: -0.78 / -0.65
Molecular weight in Da: 135.22
2S+1: 1

***

[20]
The following is a DFT calculation (the ωB97M-V functional and the def2-TZVPD basis) of C2H5N3S2 in the gas phase at a distorted geometry.

Element x y z (Å)
1 H 2.1329 2.6079 -0.2046
2 N 1.0586 2.3353 -0.0750
3 C 0.7022 1.1188 -0.0833
4 N 1.6266 0.1108 0.1111
5 S 1.4868 -1.5260 -0.5236
6 S -0.9905 1.1377 -0.5499
7 N -1.1902 -0.4817 0.0401
8 C -2.2814 -1.1420 -0.0271
9 H 2.4573 0.3879 0.5233
10 H 0.7709 -1.9270 0.6710
11 H -3.2321 -0.6170 -0.4441
12 H -2.5411 -2.0048 0.5622

Values from the calculation:
Highest occupied orbital energy in eV: -8.9
LUMO energy in eV: 0.60
Molecular weight in Da: 135.22
2S+1: 1